The following is a DFT calculation (the ωB97M-V functional and the def2-TZVPD basis) of one molecule with the formula C19H19BrN4O2 in a non-equilibrium geometry.

Values from the calculation:
**Electronic energy**: -3678.85341 a.u.
**Relative energy (zero: lowest compared OMol25 entry of this formula, charge and spin)**: 427.0 kJ/mol
**Charge**: 0
**SMILES string**: Cc1nc2ccc(NCC[N+](C)(C)[O-])c3c(=O)c4cc(Br)ccc4n1c23
**Spin multiplicity**: 1
**Orbital gap**: 7.17 eV

CARTESIAN COORDINATES (ANGSTROEM)
O  -1.61540  1.00675  -0.69613
O  -2.28779  -4.93462  1.46085
Br  -2.76592  6.11109  -1.82658
N  3.89920  1.76178  0.79186
C  -0.51713  1.55404  -0.47639
C  3.28238  2.91095  0.58350
C  -0.07505  5.80126  -0.73145
C  2.97777  -0.59394  0.73038
C  -1.41528  3.80483  -0.97228
C  0.99580  5.04752  -0.31480
C  1.78501  -1.30387  0.54824
C  -1.29596  5.17392  -1.08123
C  2.93589  0.79012  0.63339
C  -0.33896  2.99115  -0.59893
C  0.58779  0.71837  -0.00503
C  0.91391  3.63501  -0.27271
C  1.77452  1.40346  0.24091
C  0.57592  -0.66665  0.21963
N  1.96075  2.78262  0.10968
N  -0.55902  -1.43251  -0.04291
C  4.04490  4.19449  0.67490
C  -0.94305  -2.64723  0.76322
C  -2.11308  -6.08166  -0.33234
C  -3.57733  -4.12127  -0.12819
C  -1.15019  -3.87494  -0.16040
N  -2.28371  -4.73817  0.26931
H  0.02931  6.89688  -0.81262
H  3.92044  -1.08671  1.01367
H  -2.37186  3.36214  -1.22422
H  1.88822  5.62947  0.00900
H  1.81244  -2.35966  0.58734
H  -1.34859  -0.83263  -0.36396
H  4.99006  3.99084  1.22295
H  3.47993  4.96115  1.16744
H  4.29454  4.56462  -0.33558
H  -1.84329  -2.36911  1.34320
H  -0.22138  -2.87209  1.56918
H  -2.18397  -5.99359  -1.42834
H  -1.16655  -6.54320  -0.04317
H  -2.89087  -6.76514  0.01121
H  -4.43004  -4.72770  0.19612
H  -3.59975  -4.07323  -1.21851
H  -3.57469  -3.09080  0.28936
H  -0.21101  -4.43761  -0.16888
H  -1.36892  -3.54614  -1.20070

Forces on atoms 1 to 6 (eV/Å):
O 0.40 0.97 -0.25
O 0.32 -0.58 9.74
Br 0.25 0.19 0.23
N -0.53 1.62 0.47
C -1.34 -2.63 0.45
C 1.71 -0.09 -0.56

=====

The following is a DFT calculation (the ωB97M-V functional and the def2-TZVPD basis) of C19H19BrN4O2 as an isolated structure in a non-equilibrium geometry.

Values from the calculation:
**Electronic energy**: -3678.74039 a.u.
**Relative energy (zero: lowest compared OMol25 entry of this formula, charge and spin)**: 723.7 kJ/mol
**Charge**: 0
**Spin multiplicity**: 1
**Orbital gap**: 7.17 eV

CARTESIAN COORDINATES (ANGSTROEM)
O  -1.70955  -0.23689  0.24307
O  -2.32890  -2.50387  5.17381
Br  -4.55289  3.40282  -2.79642
N  3.40972  2.23254  -0.62112
C  -0.87932  0.56700  -0.06991
C  2.52108  2.47329  -1.52163
C  -1.83145  3.61902  -2.94732
C  3.13675  0.87099  1.54496
C  -2.51283  1.81980  -1.52907
C  -0.53838  3.32632  -2.65181
C  2.16142  -0.00950  2.23519
C  -2.81343  2.92750  -2.28949
C  2.75091  1.52137  0.27908
C  -1.13353  1.46393  -1.19423
C  0.48924  0.56587  0.52192
C  -0.08171  2.16973  -1.78329
C  1.46241  1.37993  -0.10914
C  0.80421  -0.12301  1.70710
N  1.24774  2.00167  -1.29829
N  -0.16950  -0.96636  2.24764
C  3.05625  3.29794  -2.70111
C  -0.01800  -1.99003  3.23132
C  -3.26135  -1.35327  3.54510
C  -3.26725  -3.86879  3.87729
C  -1.24461  -2.96873  3.23302
N  -2.47352  -2.61936  4.00547
H  -2.01896  4.50484  -3.58758
H  4.08081  1.03153  1.89532
H  -3.39272  1.18664  -1.18048
H  0.08533  3.98212  -3.20000
H  2.37637  -0.40640  3.22744
H  -0.98697  -1.03878  1.58379
H  2.56549  2.73840  -3.60698
H  2.60181  4.30903  -2.70214
H  4.12885  3.20733  -2.68080
H  0.34757  -1.60669  4.13699
H  0.77774  -2.49162  2.79746
H  -4.32649  -1.51331  3.94566
H  -3.24020  -1.38036  2.42882
H  -2.84936  -0.36573  3.93411
H  -4.09650  -3.82719  4.56668
H  -2.72646  -4.82752  4.02079
H  -3.64526  -4.00536  2.86370
H  -0.81786  -3.93090  3.62231
H  -1.56919  -3.16228  2.14565

Forces on atoms 1 to 6 (eV/Å):
O -2.50 -1.57 1.01
O 3.08 1.67 11.25
Br -0.70 -0.13 0.26
N 0.97 0.59 -0.87
C 2.98 -0.31 -0.62
C 2.30 3.42 -3.27

=====

The following is a DFT calculation (the ωB97M-V functional and the def2-TZVPD basis) of C19H19Cl2NO2S2V as an isolated structure in a non-equilibrium geometry.

Values from the calculation:
**Electronic energy**: -3600.09916 a.u.
**Charge**: +1
**Spin multiplicity**: 3
**Orbital gap (spin up / spin down)**: 6.07 / 6.29 eV

CARTESIAN COORDINATES (ANGSTROEM)
V  0.67576  0.87481  0.04235
C  4.27097  -0.55394  -2.12606
C  3.48749  -1.85394  -1.92936
C  2.53261  -2.09290  -3.10469
C  2.70156  -1.77752  -0.64702
C  2.55509  -0.69239  0.17264
C  1.17714  -0.69249  1.78033
C  0.55138  -1.85959  2.13739
C  -0.32826  -2.14878  3.31167
C  1.01876  -2.86260  1.21574
C  1.93132  -2.82305  -0.03250
H  5.01662  -0.66848  -2.91050
H  4.78409  -0.26126  -1.20784
H  3.59290  0.25179  -2.42097
H  4.17790  -2.69665  -1.85202
H  1.80308  -1.28331  -3.16723
H  1.99591  -3.03411  -2.99818
H  3.10625  -2.11755  -4.03135
H  2.91203  -0.05978  1.99630
H  1.68023  0.93047  1.92431
H  0.12823  -2.93290  3.91459
H  -1.30002  -2.50989  2.97552
H  -0.47273  -1.26412  3.92571
H  0.63144  -3.85619  1.42048
H  1.98946  -3.77373  -0.55089
S  -0.63471  -0.43987  -1.12368
C  -0.61457  1.29722  -1.53795
N  -0.61267  2.12278  -0.41712
C  -0.71943  3.46167  -0.72874
C  -0.75441  4.53163  0.15677
C  -0.87346  5.80434  -0.36568
C  -0.93681  6.01685  -1.74532
C  -0.88097  4.96238  -2.63901
C  -0.77967  3.67892  -2.12091
S  -0.69580  2.14691  -3.01661
H  -0.71611  4.35311  1.22342
H  -0.94207  6.65100  0.30306
H  -1.03041  7.02404  -2.12673
H  -0.93542  5.13156  -3.70556
Cl  2.06037  0.21520  1.13384
C  2.95553  1.31633  0.89815
Cl  2.46453  2.58380  -0.25273
C  0.83704  1.89473  2.67914
O  1.76104  2.56603  2.93552
O  -0.20106  1.32680  2.59520
H  3.93615  1.57551  1.27366

Forces on atoms 1 to 6 (eV/Å):
V -1.66 -2.46 -1.10
C 0.02 -0.13 0.03
C -0.21 0.31 0.00
C 0.14 -0.04 0.05
C -1.91 -3.02 2.10
C 1.44 -4.99 -8.52

=====

The following is a DFT calculation (the ωB97M-V functional and the def2-TZVPD basis) of one molecule with the formula C19H19ClF3N3O5S in a non-equilibrium geometry.

Values from the calculation:
**Electronic energy**: -2433.91437 a.u.
**Charge**: 0
**SMILES string**: Cc1ccc(S(=O)(=O)N2CCOCC2)cc1NC(=O)Cn1cc(C(F)(F)F)cc(Cl)c1=O
**Spin multiplicity**: 1
**Orbital gap**: 8.86 eV

CARTESIAN COORDINATES (ANGSTROEM)
C  2.26376  4.00390  -2.49570
C  2.70970  3.00291  -1.47114
C  4.06067  2.81802  -1.20816
C  4.49159  1.88726  -0.27721
C  3.55216  1.16003  0.42410
C  2.20140  1.32895  0.20259
C  1.77542  2.23586  -0.76029
N  0.40519  2.39730  -1.03570
C  -0.54673  1.44467  -0.89929
O  -0.36420  0.31530  -0.51350
C  -1.94114  1.93080  -1.34270
N  -2.95744  1.11694  -0.71997
C  -3.03684  -0.18941  -1.03152
C  -3.91000  -1.01447  -0.38584
C  -4.73141  -0.49524  0.64350
C  -4.64086  0.82334  0.95729
C  -3.71793  1.72560  0.29311
O  -3.57684  2.90647  0.53462
Cl  -5.60261  1.52157  2.18905
H  -5.42150  -1.14253  1.16165
C  -4.00379  -2.46895  -0.73446
F  -3.46733  -3.26010  0.20916
F  -5.27712  -2.87295  -0.87721
F  -3.37867  -2.76656  -1.88229
H  -2.38689  -0.54881  -1.81433
H  -2.01225  1.85787  -2.43225
H  -2.12065  2.96112  -1.02152
H  0.13820  3.28771  -1.43026
H  1.49590  0.76642  0.78902
S  4.07152  -0.10901  1.58241
O  5.46768  0.06598  1.85033
O  3.14758  -0.15509  2.67304
N  3.91114  -1.53030  0.73385
C  2.56787  -1.99074  0.46157
H  1.98660  -1.87044  1.37457
C  2.64590  -3.46248  0.04777
H  1.66571  -3.82747  -0.26127
O  3.49892  -3.62932  -1.06299
C  4.80243  -3.18168  -0.77541
H  5.38991  -3.34680  -1.67996
C  4.80016  -1.69924  -0.39093
H  5.79106  -1.37204  -0.07767
H  4.46546  -1.09879  -1.25239
H  5.22620  -3.76567  0.05402
H  3.01513  -4.05803  0.89464
H  2.10455  -1.41055  -0.35057
H  5.53751  1.72883  -0.07096
H  4.78622  3.40599  -1.75003
H  1.64429  3.53277  -3.25843
H  3.12501  4.44986  -2.98466
H  1.69048  4.80697  -2.03076

Forces on atoms 1 to 6 (eV/Å):
C 0.04 -0.09 0.07
C -0.06 -0.09 0.05
C -0.10 -0.10 0.10
C 0.18 0.00 0.02
C 0.24 -0.39 0.36
C -0.24 0.04 0.05

=====

The following is a DFT calculation (the ωB97M-V functional and the def2-TZVPD basis) of one molecule with the formula C19H19FN2O5 in a non-equilibrium geometry.

Values from the calculation:
**Electronic energy**: -1321.01791 a.u.
**Relative energy (zero: lowest compared OMol25 entry of this formula, charge and spin)**: 3.1 kJ/mol
**Charge**: 0
**SMILES string**: COCCOC(=O)C1=C(C)NC(=O)N[C@H]1c1ccc(-c2ccc(F)cc2)o1
**Spin multiplicity**: 1
**Orbital gap**: 8.41 eV

CARTESIAN COORDINATES (ANGSTROEM)
C  3.61537  -0.80235  3.50218
H  3.21681  -0.59888  2.50381
O  3.68761  0.36431  4.29239
C  2.44987  0.91774  4.64141
C  1.68468  1.57167  3.47155
H  2.35327  1.69958  2.61463
H  1.28825  2.54241  3.77680
O  0.55547  0.79209  3.08589
C  0.60369  0.14938  1.90281
O  1.55812  0.21116  1.15728
C  -0.58826  -0.63463  1.59750
C  -1.70025  -0.76536  2.35947
N  -2.71702  -1.57086  1.91630
C  -2.59952  -2.50850  0.89291
O  -3.47255  -3.32050  0.69322
N  -1.42515  -2.46071  0.22721
H  -1.34874  -3.08595  -0.56127
C  -0.53923  -1.30759  0.24229
C  -0.91057  -0.32728  -0.83495
C  -1.82081  0.69214  -0.85552
C  -1.76206  1.24631  -2.15058
C  -0.81706  0.52538  -2.84057
C  -0.32675  0.63123  -4.20036
C  0.70891  -0.19896  -4.63616
C  1.18687  -0.11302  -5.92810
C  0.62179  0.81229  -6.78753
C  -0.40464  1.64943  -6.38595
C  -0.87585  1.55534  -5.09197
H  -1.67684  2.20085  -4.76990
H  -0.82035  2.35847  -7.08429
F  1.08314  0.90184  -8.05263
H  1.98645  -0.74842  -6.27471
H  1.13758  -0.91049  -3.94813
O  -0.30646  -0.43277  -2.03235
H  -2.34044  2.07053  -2.51323
H  -2.44872  1.00708  -0.04728
H  0.48205  -1.65257  0.04072
H  -3.55240  -1.66596  2.47684
C  -1.93328  -0.10206  3.67595
H  -1.19367  -0.43439  4.40084
H  -2.92698  -0.33294  4.05295
H  -1.82633  0.97556  3.58182
H  2.68546  1.67674  5.39025
H  1.79751  0.15715  5.09887
H  4.63583  -1.16820  3.41127
H  2.99521  -1.56629  3.98832

Forces on atoms 1 to 6 (eV/Å):
C 0.00 -0.04 -0.09
H 0.03 -0.02 0.08
O 0.17 0.07 0.04
C -0.22 0.16 -0.17
C 0.57 0.13 0.20
H -0.10 0.05 0.19